Formula: C24H26FNO3Pd
Source: the OMol25 dataset
Level of theory: ωB97M-V with the def2-TZVPD basis set

Properties
Frontier orbital gap: 0.1916 Eh
Energy relative to the best compared isomer or geometry (same formula, charge and spin): 0.5 kcal/mol
Maximum force: 0.0094 hartree/bohr
E: -1437.8285 Ha
HOMO energy: -14.3 eV

```
! wB97M-V def2-TZVPD RIJCOSX def2/J DEFGRID3
* xyz 2 1
Pd -0.0190 0.1257 0.5155
F -6.3310 2.4502 -0.2677
O -1.9780 0.2662 0.3508
O -0.0193 -1.8235 0.4572
O -0.8998 -3.8290 0.6012
N -4.7178 -2.7700 0.0448
C 0.8641 2.1573 0.5892
C 2.6519 1.2493 -1.0570
C 1.9097 1.1940 0.2163
C 2.9330 -0.9658 1.3016
C -0.6921 2.5061 2.6143
C 1.0878 0.5653 2.2758
C -6.8666 -3.5312 -0.8646
C -4.5997 0.9185 -0.0084
C -6.1033 -4.2115 1.4778
C -3.4449 -3.0481 0.2020
C 0.4426 3.3306 -0.2250
C -5.7044 -3.8969 0.0432
C -7.5303 -2.2442 -0.3998
C 0.3758 1.8054 1.8614
C -2.7986 -0.7516 0.2448
C -2.4381 -2.0853 0.2945
C 2.0422 0.2214 1.2462
C -1.0623 -2.6454 0.4634
C -6.5121 -1.1460 -0.2442
C -6.8795 0.1745 -0.3162
C -5.1472 -1.4487 -0.0403
C 0.9015 -0.1984 3.5214
C -5.9236 1.1854 -0.1905
C -4.1918 -0.4239 0.0682
H 0.0334 0.1283 4.0873
H -0.2255 3.0314 -1.0357
H -5.2383 -4.5260 2.0618
H -8.0423 -2.4009 0.5528
H -0.8803 2.0449 3.5799
H 2.3334 -1.8810 1.2886
H -0.3950 3.5444 2.7796
H -0.0794 4.0638 0.3854
H -8.2940 -1.9297 -1.1100
H 1.7942 -0.0590 4.1427
H -6.5535 -3.3492 1.9700
H 0.8275 -1.2666 3.3094
H 3.6276 -0.9938 0.4669
H -6.8268 -5.0258 1.4826
H -1.6218 2.5159 2.0419
H 1.9855 1.4575 -1.8960
H -5.1677 -4.7438 -0.3830
H -3.8839 1.7221 0.0616
H 3.2157 0.3420 -1.2533
H -3.1648 -4.0922 0.2666
H -7.9130 0.4515 -0.4821
H -7.5793 -4.3547 -0.8635
H 1.3130 3.8063 -0.6777
H 3.3554 2.0887 -0.9998
H 3.5055 -0.9532 2.2306
H -6.5042 -3.4172 -1.8887
*
```

=====

Formula: C25H32N6OPTi
Source: the OMol25 dataset
Level of theory: ωB97M-V with the def2-TZVPD basis set

Properties
Frontier orbital gap: 0.2806 Eh
Energy relative to the best compared isomer or geometry (same formula, charge and spin): 0.0 kcal/mol
Maximum force: 0.0362 hartree/bohr
E: -2565.6147 Ha
HOMO energy: -16.2 eV

```
! wB97M-V def2-TZVPD RIJCOSX def2/J DEFGRID3
* xyz 3 1
Ti -0.2894 0.4255 0.4633
P 0.0580 -2.2621 -0.3012
O 0.9707 1.1685 1.3446
N -0.2603 -1.2677 0.9472
N -5.3571 -0.4951 2.1035
N 0.7495 4.3247 0.0308
N -2.1188 0.8907 1.3273
N -4.5167 1.6060 2.4694
N 3.1955 7.2716 0.1280
C -3.5117 2.4612 2.3931
C 1.8783 6.5390 0.2785
C 1.5883 -3.1374 -0.1160
C -2.2881 2.1194 1.8498
C -0.4826 1.0868 -2.5900
C -4.3392 0.3669 1.9927
C 3.9731 -3.0910 0.1892
C -3.3727 -5.1534 -0.9503
C 1.5071 0.0256 -3.4202
C -2.8212 -4.5177 -2.0543
C 2.7968 -5.1985 0.1289
C 1.9743 5.0873 -0.2049
C 1.5936 -4.5297 -0.0511
C -0.6896 -0.0038 -1.7441
C -1.2943 -3.3646 -0.6072
C 1.7807 0.8183 2.4832
C 0.6363 1.1073 -3.4097
C -2.8960 -4.8934 0.3312
C 0.2443 -1.0760 -1.6886
C -1.8548 -3.9969 0.5116
C -1.7771 -3.6204 -1.8898
C 3.9790 -4.4834 0.2389
C 1.3297 -1.0490 -2.5503
C 2.7803 -2.4145 0.0225
C -3.1186 0.0126 1.3847
H 1.6088 1.5344 3.2813
H 4.9021 -2.5432 0.2815
H 2.7667 -1.3315 0.0100
H -1.6706 -0.1412 -1.2698
H -6.2000 -0.1838 2.5599
H 1.1375 7.0947 -0.2928
H -3.6885 3.4572 2.7808
H -4.1782 -5.8628 -1.0891
H -1.4717 -3.7908 1.5048
H 2.1873 5.0691 -1.2751
H -3.3292 -5.3949 1.1867
H 4.9147 -5.0113 0.3692
H 1.5097 -0.1758 2.8241
H -1.2261 1.8705 -2.6558
H -5.2931 -1.4528 1.8095
H 3.9475 6.8025 0.6380
H -3.2017 -4.7241 -3.0457
H 2.0272 -1.8766 -2.5638
H 2.7990 4.5841 0.3067
H 0.6724 -5.0899 -0.1433
H 3.4788 7.3378 -0.8525
H 1.6039 6.5805 1.3303
H 2.3350 0.0120 -4.1184
H 3.1319 8.2270 0.4898
H -1.3384 -3.1326 -2.7529
H 2.8074 -6.2791 0.1799
H 2.8302 0.8314 2.2051
H -0.0257 4.7346 -0.4785
H 0.5136 4.3273 1.0164
H -2.9602 -0.9685 0.9592
H -1.4442 2.7926 1.8350
H 0.8071 1.9463 -4.0710
*
```

=====

Formula: C40H45CdN10O3
Source: the OMol25 dataset
Level of theory: ωB97M-V with the def2-TZVPD basis set

Properties
Frontier orbital gap: 0.2495 Eh
Energy relative to the best compared isomer or geometry (same formula, charge and spin): 0.0 kcal/mol
Maximum force: 0.0378 hartree/bohr
E: -2491.9245 Ha
HOMO energy: -9.5 eV

```
! wB97M-V def2-TZVPD RIJCOSX def2/J DEFGRID3
* xyz 1 1
Cd -1.1256 2.7344 1.5524
O -0.1717 -0.7972 -0.2193
O 1.0859 0.5200 -1.3777
O -0.0710 1.3386 0.2458
N -2.7778 -1.7672 -1.0179
N 0.1665 -5.1033 1.5466
N 1.8837 -2.2635 -3.4782
N 0.4378 2.2853 3.0733
N 0.2634 0.3389 -0.4770
N 0.0565 4.4640 0.8051
N 3.0568 -4.0882 -0.9643
N -2.4409 1.0657 2.4180
N 3.4268 0.8401 -2.8921
N -2.7058 3.2309 0.0945
C -3.8932 4.9860 -1.0060
C -3.9017 -1.3221 -0.3767
C 4.6330 2.6620 -3.2217
C -2.5365 -1.2614 2.9543
C 1.7351 2.1975 2.7843
C -1.8849 -5.8537 1.3141
C -3.1554 2.4087 -0.8289
C 3.8875 -5.0122 -0.4058
C 0.3661 5.5007 1.5575
C -1.6751 -4.8109 0.3786
C 4.6554 0.4237 -3.3428
C 0.7100 -2.8207 -3.0442
C 2.3981 2.2466 5.0646
C -4.9704 -1.4508 -1.2221
C -0.7249 -6.0209 2.0203
C 1.9324 6.3420 0.0149
C 1.7008 5.2342 -0.7669
C -1.8780 -0.1210 2.5378
C -4.3442 4.1000 -1.9790
C -3.8985 -1.1740 3.2055
C 1.2691 6.4850 1.2272
C 0.7906 -4.1547 -3.3298
C 4.1886 -4.6075 0.8676
C 2.7427 2.1884 3.7208
C -4.4459 -1.8772 -2.4781
C 2.6283 -3.1715 -4.1532
C -4.4937 0.0724 3.1064
C 5.4053 1.5317 -3.6132
C 0.6721 4.3957 -0.3735
C 1.9591 -4.3729 -4.0983
C -3.1328 -2.1979 -2.2725
C -3.1189 4.5027 0.0038
C -0.4096 -4.3285 0.5970
C 3.4988 -3.3855 1.0725
C -3.9952 2.7668 -1.8579
C 0.1278 2.2433 4.3820
C -3.7177 1.1541 2.7489
C 1.0553 2.2221 5.4017
C 2.8667 -3.0546 -0.1014
C 3.4451 2.2064 -2.7374
H 4.2423 -5.8480 -0.9822
H 2.8733 -4.1544 -1.9573
H 2.6496 7.1092 -0.2626
H 4.8829 -5.0641 1.5512
H 6.4133 1.5158 -3.9882
H -4.1360 2.1481 2.8695
H -4.3313 2.0087 -2.5489
H -0.9226 2.0233 4.5657
H -0.1590 5.6201 2.5032
H -5.9987 -1.2603 -0.9650
H 4.9646 3.6873 -3.2290
H -5.0162 -2.1479 -3.3519
H 3.5440 -2.9135 -4.6542
H -2.3761 -4.4564 -0.3583
H -5.5514 0.2089 3.2850
H -0.0695 -2.2203 -2.6167
H 0.0171 -4.8760 -3.1163
H 2.2314 -5.3144 -4.5423
H 3.1948 2.2540 5.7973
H 0.1044 -3.5527 0.0556
H 1.9761 2.1028 1.7286
H -4.1984 6.0213 -1.0617
H -0.8035 -0.1828 2.4103
H 3.7700 2.0866 3.4055
H -1.8353 -1.8456 -0.6717
H 3.4945 -2.7941 1.9752
H 1.3782 7.3599 1.8464
H -3.8490 -0.9978 0.6485
H 1.1085 -4.9840 1.8794
H -4.4933 -2.0490 3.4354
H -0.4928 -6.5996 2.8958
H 2.5807 2.6902 -2.3188
H -2.8060 -6.3827 1.4965
H 0.3297 3.6855 -1.1212
H -5.0187 4.4560 -2.7475
H -2.7543 1.4060 -0.7904
H 0.7472 2.2002 6.4369
H -2.0573 -2.2308 2.8951
H 2.2801 -2.1857 -0.3476
H 2.1484 5.0683 -1.7349
H -2.4496 -2.7271 -2.9147
H 2.0999 -1.2842 -3.4759
H 2.7644 0.2625 -2.4052
H -2.8844 5.1210 0.8645
H 4.8319 -0.6353 -3.4430
*
```

=====

- What is the HOMO energy in the first record?
  -14.3 eV

=====

- The lowest HOMO energy belongs to which entry?
  C25H32N6OPTi